P.
Computed, not measured: C6H10O3 as an isolated structure, with ωB97M-V/def2-TZVPD.

## Properties
Orbital gap = 0.3425 Ha
LUMO level = 0.43 eV

Structure (ORCA input):
```
! wB97M-V def2-TZVPD RIJCOSX def2/J DEFGRID3
* xyz 0 1
C 1.1162 -0.6388 -0.8645
C -1.7747 0.9240 0.9113
C 2.0721 0.1221 0.0296
C -2.4828 0.1855 0.0066
C 2.6979 -0.3954 1.0748
C -1.8636 -0.9714 -0.5163
O -0.1498 -0.1635 -0.6121
O 1.4853 -0.4820 -2.2342
O -2.0815 2.2049 1.1560
H 1.0798 0.3451 -2.5240
H -1.4639 2.5802 1.7918
H 1.1988 -1.7208 -0.6654
H -0.9550 0.4942 1.4707
H 2.1763 1.1725 -0.2237
H -3.2988 0.6505 -0.5248
H 2.6048 -1.4447 1.3248
H -1.5004 -1.7220 0.1782
H 3.3532 0.1937 1.7017
H -2.2139 -1.3340 -1.4802
*
```

Q.
Computed, not measured: C6H10O3 as an isolated structure, with ωB97M-V/def2-TZVPD.

## Properties
Orbital gap = 0.2989 Ha
LUMO level = -0.32 eV

Structure (ORCA input):
```
! wB97M-V def2-TZVPD RIJCOSX def2/J DEFGRID3
* xyz 0 1
C -1.4398 0.1855 -0.9316
C -0.5712 -1.0475 -0.9093
C -0.4686 1.2084 1.1816
C 1.0120 0.3547 0.4575
C 0.4753 -1.0208 0.1750
C 0.8555 -2.0750 0.8814
O 1.1911 1.0733 -1.1579
O -1.1747 1.1774 -1.6614
O 2.0074 0.5869 1.1093
H 1.7716 1.8186 -0.9582
H 0.0527 1.3105 -1.6108
H -2.4496 0.1072 -0.5214
H -1.2101 -1.9259 -0.8076
H -0.0501 -1.0814 -1.8732
H -0.0909 1.1803 2.1996
H -0.3671 2.1984 0.7440
H -1.5278 0.9615 1.2590
H 1.5808 -1.9638 1.6773
H 0.4036 -3.0481 0.7467
*
```

Stability check: which of them is most stable? P.

P.
Computed, not measured: a 2-piece molecular cluster, C6H10O3 overall, with ωB97M-V/def2-TZVPD.

## Properties
Orbital gap = 0.3302 Ha
SMILES = C=CC(=O)CO.C=CO
LUMO level = 0.14 eV

Structure (ORCA input):
```
! wB97M-V def2-TZVPD RIJCOSX def2/J DEFGRID3
* xyz 0 1
C -0.9121 1.5887 -1.3533
C -0.5265 -1.7302 0.9273
C -1.0748 0.5242 -2.1202
C 0.7929 -1.1844 0.3772
C 1.3078 0.0554 0.9855
C 2.2431 0.7741 0.3763
O -1.1705 1.6778 -0.0324
O -1.4181 -0.7672 1.4395
O 1.3694 -1.7764 -0.5053
H -1.4888 0.8219 0.3030
H -1.1009 -0.4416 2.2883
H -0.5506 2.5341 -1.7466
H -1.0530 -2.2401 0.1171
H -0.2788 -2.4885 1.6858
H -1.4527 -0.4042 -1.7295
H -0.8352 0.5416 -3.1574
H 0.8880 0.3682 1.9307
H 2.6347 0.4543 -0.5745
H 2.6262 1.6920 0.7884
*
```

Q.
Computed, not measured: C6H10O3 as an isolated structure, with ωB97M-V/def2-TZVPD.

## Properties
Orbital gap = 0.3972 Ha
LUMO level = 0.75 eV

Structure (ORCA input):
```
! wB97M-V def2-TZVPD RIJCOSX def2/J DEFGRID3
* xyz 0 1
C 1.0658 1.7201 -0.9451
C 0.0110 0.8595 -0.3026
C -0.5305 1.1540 1.0635
C 0.2953 -0.0885 0.8328
C -0.4846 -1.3314 0.5213
O -0.9331 -2.0551 1.5387
O -1.4141 -1.0152 -0.4426
C -0.9539 0.1044 -1.2032
H 1.6643 1.1361 -1.6592
H 0.6089 2.5615 -1.4861
H 1.7449 2.1316 -0.1866
H -0.0439 1.9509 1.6266
H -1.6002 1.0402 1.2524
H 1.2790 -0.1936 1.2898
H -1.8328 0.6938 -1.4967
H -0.4367 -0.2503 -2.1079
O 0.4947 -2.6966 -0.0225
H -0.2687 -3.0568 1.2805
H 1.3345 -2.6644 0.4469
*
```

Stability check: which of them is most stable? P.

P.
Computed, not measured: an isolated ion of composition C3H8N3O and charge +1, with ωB97M-V/def2-TZVPD.

## Properties
Orbital gap = 0.3759 Ha
SMILES = [NH3+]N1CNC(=O)C1
LUMO level = -3.88 eV

Structure (ORCA input):
```
! wB97M-V def2-TZVPD RIJCOSX def2/J DEFGRID3
* xyz 1 1
C -0.3533 -1.7352 0.6697
C 1.0690 -1.0103 0.3383
C -0.6108 0.5934 1.2555
N -1.2060 -0.6693 0.8858
N 0.8243 0.3153 0.1488
N 0.0968 0.4090 -1.1538
O -0.6541 -2.8897 0.6854
H 1.6005 -1.1264 1.2305
H 1.6040 -1.5511 -0.4756
H -1.0892 1.5190 0.9124
H -0.3181 0.6157 2.3837
H -2.0848 -0.9810 1.4661
H -0.5740 -0.3338 -1.2937
H 0.7223 0.3422 -1.9586
H -0.4525 1.3588 -1.1154
*
```

Q.
Computed, not measured: an isolated ion of composition C3H8N3O and charge +1, with ωB97M-V/def2-TZVPD.

## Properties
Orbital gap = 0.3134 Ha
SMILES = N/C(=C\O)NC=[NH2+]
LUMO level = -3.56 eV

Structure (ORCA input):
```
! wB97M-V def2-TZVPD RIJCOSX def2/J DEFGRID3
* xyz 1 1
C -0.2744 1.0587 0.0877
C 0.7546 0.6386 -0.7386
C -0.4586 -1.1250 0.1250
N -0.6740 0.0019 0.9190
N -0.9602 2.2015 -0.0140
N 0.2545 -2.1349 0.6687
O 1.0162 1.2594 -1.8891
H 1.4926 0.0942 -0.1981
H -0.9714 -1.3380 -0.8642
H -0.4237 -0.1904 1.9473
H -1.0033 2.8256 -0.8333
H -1.4619 2.5428 0.8854
H 0.2866 -2.1722 1.7480
H 0.0249 -2.9668 0.0920
H 1.9720 1.3770 -2.2046
*
```

Stability check: which of them is most stable? Q.

P.
Computed, not measured: an isolated ion of composition C3H8N3O and charge +1, with ωB97M-V/def2-TZVPD.

## Properties
Orbital gap = 0.4134 Ha
SMILES = N/C=N/[NH2+]CC=O
LUMO level = -3.16 eV

Structure (ORCA input):
```
! wB97M-V def2-TZVPD RIJCOSX def2/J DEFGRID3
* xyz 1 1
C 1.9661 -1.6008 0.6614
C -1.6648 0.8213 -0.2562
C 1.6434 -0.2810 0.0119
N -0.3816 0.8412 -0.2839
N -2.4500 1.7618 0.1935
N 0.2987 -0.2840 -0.6388
O 1.2146 -2.5320 0.6183
H 2.7882 -1.7051 1.3489
H -2.2914 -0.0589 -0.7117
H 1.6300 0.5997 0.6869
H 2.3562 -0.1309 -0.6915
H -3.3906 1.6251 0.2077
H -2.0994 2.6380 0.6746
H 0.4707 -0.5141 -1.6759
H -0.0900 -1.1802 -0.1454
*
```

Q.
Computed, not measured: a 2-piece molecular cluster, C3H8N3O overall, with ωB97M-V/def2-TZVPD.

## Properties
Orbital gap = 0.4001 Ha
LUMO level = -3.52 eV

Structure (ORCA input):
```
! wB97M-V def2-TZVPD RIJCOSX def2/J DEFGRID3
* xyz 1 1
C 1.5137 0.9604 -0.2394
C -3.4843 0.0170 0.2151
C 0.7828 -1.3458 0.1198
N -4.6263 0.0712 -0.0554
N 0.6249 0.1247 0.2054
N 2.8446 0.7459 -0.5005
O -2.3326 -0.2520 0.2228
H 1.4059 1.9822 -0.0693
H 0.7514 -1.8040 1.1261
H -0.1667 -1.5461 -0.4154
H 1.7831 -1.6706 -0.2970
H -0.2874 0.5023 0.6328
H -5.4512 0.7131 0.0591
H 3.3161 1.6161 -0.6420
H 3.3261 -0.1141 -0.3618
*
```

R.
Computed, not measured: a 2-piece molecular cluster, C3H8N3O overall, with ωB97M-V/def2-TZVPD.

## Properties
Orbital gap = 0.3280 Ha
LUMO level = -5.01 eV

Structure (ORCA input):
```
! wB97M-V def2-TZVPD RIJCOSX def2/J DEFGRID3
* xyz 1 1
C -1.5313 1.2964 0.5210
C -0.5494 1.3887 1.7846
C -0.7520 0.3019 -0.3663
N 0.4187 0.4698 1.5027
N 0.4333 -0.0640 0.3741
N 1.3964 -1.7003 -1.4049
O -0.9464 -0.1225 -1.4609
H -2.5948 0.8614 0.7754
H -1.7489 2.3008 0.1274
H -0.4177 2.4436 2.1043
H -1.0821 0.9777 2.6621
H 1.3191 -0.9673 -0.5472
H 0.9197 -1.4078 -2.2685
H 2.5038 -1.8471 -1.5353
H 0.8946 -2.4635 -0.9774
*
```

Stability check: which of them is most stable? Q.

P.
Computed, not measured: a single C7H10N2O2S molecule, with ωB97M-V/def2-TZVPD.

## Properties
Orbital gap = 0.3293 Ha
SMILES = CCOC(=O)Cc1cnc(N)s1
LUMO level = 0.75 eV

Structure (ORCA input):
```
! wB97M-V def2-TZVPD RIJCOSX def2/J DEFGRID3
* xyz 0 1
C -3.3848 2.8615 0.2835
C -1.8503 2.6044 0.0573
C -0.3317 0.8986 0.3932
C 0.0764 -0.3830 1.0716
C 0.8842 -1.3431 0.2491
C 0.8610 -2.6923 0.1809
C 2.7237 -2.3477 -0.9194
H -3.5725 2.8671 1.4199
H -3.9404 1.9911 -0.1523
H -3.7898 3.7778 -0.1577
H -1.3009 3.4060 0.5342
H -1.6557 2.5067 -1.0013
H -0.7730 -0.9900 1.4658
H 0.6377 -0.0960 2.0118
H 0.0760 -3.3265 0.6235
H 4.3419 -2.1605 -2.2419
H 3.9679 -3.6878 -1.7114
N 1.9264 -3.3083 -0.4492
N 3.9353 -2.7180 -1.5010
O -1.5914 1.3659 0.7156
O 0.4027 1.5104 -0.3254
S 2.3571 -0.7365 -0.5468
*
```

Q.
Computed, not measured: C7H10N2O2S as an isolated structure, with ωB97M-V/def2-TZVPD.

## Properties
Orbital gap (spin up / spin down) = 0.3010 / 0.3010 Ha
LUMO level (spin up / spin down) = -0.93 / -0.93 eV

Structure (ORCA input):
```
! wB97M-V def2-TZVPD RIJCOSX def2/J DEFGRID3
* xyz 0 1
C -2.9927 0.4876 -0.5003
C -2.3414 1.2919 0.4117
C -2.7561 -0.8108 -0.7712
C -1.2509 0.7490 1.0314
C -1.6239 -1.3121 -0.1283
C -0.8367 -0.5716 0.7201
C 2.5706 1.2852 -0.8916
N 2.7561 -2.1667 0.7359
N 2.3070 1.1079 0.4794
O 1.3376 -1.3343 -1.0568
O 0.3154 -1.0921 1.2791
S 1.6662 -1.1566 0.3398
H -3.6713 0.9000 -1.2097
H -2.5601 2.2782 0.5446
H -3.3444 -1.4334 -1.3657
H -0.6666 1.3126 1.7878
H -1.5047 -2.4126 -0.1321
H 3.5288 0.6635 -0.9685
H 1.7017 0.9451 -1.6329
H 2.9277 2.3213 -1.1804
H 3.1150 -2.1578 1.7611
H 1.3227 1.1060 0.7466
*
```

Stability check: which of them is most stable? P.